Run P
DFT (ωB97M-V/def2-TZVPD) results for the molecule C13H18N2O4.

Results
LUMO energy, eV: 0.15
Structure (SMILES): C[C@@H](O)[C@H](NC(=O)[C@@H](N)Cc1ccccc1)C(=O)O
HOMO level, eV: -9.5
Molecular weight, u: 266.30
Orbital gap, eV: 9.672

XYZ file:
```
37
Properties=species:S:1:pos:R:3:nbo_charge:R:1
C 3.135 2.646 -0.078 -0.641
C 3.195 1.570 1.085 0.069
O 3.137 2.376 2.292 -0.767
C 1.967 0.650 1.164 -0.181
N 0.734 1.552 1.305 -0.615
C -0.528 1.310 0.798 0.664
O -1.396 2.179 0.872 -0.594
C -0.615 0.123 -0.257 -0.117
N -0.559 -1.183 0.486 -0.883
C -1.960 0.374 -1.093 -0.454
C -2.389 -0.776 -1.921 -0.036
C -3.209 -1.793 -1.426 -0.227
C -3.385 -2.888 -2.280 -0.200
C -2.749 -2.989 -3.531 -0.222
C -1.864 -1.981 -3.997 -0.203
C -1.743 -0.848 -3.170 -0.208
C 2.086 -0.253 2.380 0.792
O 2.756 0.081 3.417 -0.630
O 1.259 -1.265 2.354 -0.676
H 1.971 2.844 -0.133 0.229
H 3.531 2.052 -1.061 0.201
H 3.842 3.561 0.178 0.251
H 4.211 1.172 1.090 0.200
H 3.152 1.761 3.041 0.501
H 1.812 0.029 0.293 0.212
H 0.822 2.259 2.011 0.435
H 0.379 0.096 -0.839 0.212
H -0.278 -1.927 -0.345 0.394
H -1.478 -1.538 0.935 0.404
H -1.777 1.255 -1.761 0.233
H -2.750 0.772 -0.399 0.256
H -3.672 -1.820 -0.390 0.222
H -4.115 -3.628 -2.012 0.212
H -2.985 -3.897 -4.043 0.217
H -1.164 -2.082 -4.821 0.224
H -1.057 -0.016 -3.379 0.211
H 0.639 -1.308 1.567 0.511
```

***

Run Q
DFT (ωB97M-V/def2-TZVPD) results for the molecule C13H18N2O4.

Results
LUMO energy, eV: 0.58
Structure (SMILES): C[C@@H](O)[C@H](NC(=O)[C@@H](N)Cc1ccccc1)C(=O)O
HOMO level, eV: -9.2
Molecular weight, u: 266.30
Orbital gap, eV: 9.771

XYZ file:
```
37
Properties=species:S:1:pos:R:3:nbo_charge:R:1
C 2.722 0.922 1.259 -0.673
C 2.436 0.337 -0.177 0.086
O 3.580 0.221 -1.001 -0.721
C 1.787 -1.054 -0.091 -0.194
N 0.479 -1.052 0.554 -0.639
C -0.500 -0.840 -0.330 0.666
O -0.243 -0.531 -1.463 -0.617
C -1.882 -1.043 0.231 -0.133
N -1.971 -2.178 1.143 -0.856
C -2.238 0.231 1.075 -0.374
C -2.464 1.293 0.131 -0.125
C -3.517 1.344 -0.619 -0.134
C -3.603 2.274 -1.538 -0.230
C -2.520 3.038 -1.951 -0.198
C -1.376 3.008 -1.191 -0.219
C -1.423 2.168 -0.078 -0.170
C 2.685 -1.933 0.748 0.794
O 3.880 -1.805 0.775 -0.639
O 2.236 -2.965 1.417 -0.650
H 1.575 1.304 1.605 0.203
H 3.312 1.893 1.278 0.241
H 3.082 0.181 2.160 0.220
H 1.776 1.122 -0.738 0.215
H 4.210 -0.209 -0.322 0.488
H 1.634 -1.382 -1.090 0.287
H 0.246 -1.190 1.602 0.444
H -2.588 -1.129 -0.638 0.207
H -2.670 -1.890 1.852 0.364
H -2.145 -3.114 0.766 0.384
H -1.455 0.450 1.780 0.214
H -3.146 -0.118 1.815 0.195
H -4.497 0.705 -0.410 0.202
H -4.462 2.277 -2.291 0.210
H -2.640 3.615 -2.986 0.223
H -0.518 3.647 -1.342 0.224
H -0.616 1.926 0.728 0.204
H 3.086 -3.305 1.710 0.501
```

***

Energies, relative to the best one, in kcal/mol: run P 0.0; run Q 25.7.

***

Run P
DFT (ωB97M-V/def2-TZVPD) results for the molecule C4H5NS.

Results
LUMO energy, eV: -0.18
Structure (SMILES): C=C(C#N)SC
HOMO level, eV: -9.0
Molecular weight, u: 99.16
Orbital gap, eV: 8.788

XYZ file:
```
11
Properties=species:S:1:pos:R:3:nbo_charge:R:1
C 1.924 -1.130 -0.071 -0.313
C 0.705 -0.449 0.052 -0.326
C 0.774 0.889 -0.192 0.234
N 0.696 2.066 -0.243 -0.293
S -0.951 -1.079 -0.278 0.344
C -1.833 0.396 0.035 -0.860
H 2.446 -2.342 -0.037 0.244
H 2.827 -0.496 0.115 0.210
H -1.823 1.416 -0.629 0.269
H -1.808 0.687 1.241 0.239
H -2.956 0.041 0.006 0.251
```

***

Run Q
DFT (ωB97M-V/def2-TZVPD) results for the molecule C4H5NS.

Results
LUMO energy, eV: 0.53
Structure (SMILES): C=C[C@H](S)C#N
HOMO level, eV: -9.9
Molecular weight, u: 99.16
Orbital gap, eV: 10.440

XYZ file:
```
11
Properties=species:S:1:pos:R:3:nbo_charge:R:1
C 0.192 1.668 -0.936 -0.349
C -0.038 0.927 0.110 -0.161
C 0.039 -0.609 -0.030 -0.456
S -1.627 -1.333 -0.432 0.000
C 0.426 -1.097 1.279 0.264
N 0.846 -1.314 2.315 -0.311
H 0.264 2.726 -0.843 0.203
H 0.705 1.327 -1.733 0.190
H -0.277 1.305 1.057 0.220
H 0.883 -0.935 -0.613 0.256
H -1.412 -2.665 -0.173 0.143
```

***

Run R
DFT (ωB97M-V/def2-TZVPD) results for the molecule C4H5NS.

Results
LUMO energy, eV: -0.62
Structure (SMILES): N#CCCC=S
HOMO level, eV: -9.0
Molecular weight, u: 99.16
Orbital gap, eV: 8.343

XYZ file:
```
11
Properties=species:S:1:pos:R:3:nbo_charge:R:1
N 2.264 -1.583 0.186 -0.315
C 1.614 -0.698 -0.182 0.268
C 0.719 0.468 -0.505 -0.470
C -0.401 0.608 0.471 -0.495
C -1.317 -0.454 0.270 -0.220
S -2.869 -0.812 -0.133 0.067
H 0.407 0.162 -1.479 0.250
H 1.276 1.369 -0.518 0.255
H -0.892 1.552 0.242 0.230
H 0.052 0.727 1.474 0.260
H -0.853 -1.339 0.174 0.169
```

***

Energies, relative to the best one, in kcal/mol: run P 39.7; run Q 0.0; run R 2.6.

***

Run P
DFT (ωB97M-V/def2-TZVPD) results for the molecule C4H5NS.

Results
LUMO energy, eV: -0.25
Structure (SMILES): C=C1CN1C=S
HOMO level, eV: -8.7
Molecular weight, u: 99.16
Orbital gap, eV: 8.489

XYZ file:
```
11
Properties=species:S:1:pos:R:3:nbo_charge:R:1
C 0.728 1.755 -0.054 -0.480
C 0.138 0.569 -0.017 0.215
C 0.215 -0.949 -0.071 -0.256
N -1.020 -0.163 -0.047 -0.417
C -2.376 -0.601 0.028 -0.099
S -3.718 0.330 0.034 -0.036
H 1.864 1.717 0.025 0.233
H 0.112 2.610 0.214 0.233
H 0.405 -1.656 -0.979 0.205
H 0.517 -1.462 0.858 0.196
H -2.504 -1.652 -0.272 0.207
```

***

Run Q
DFT (ωB97M-V/def2-TZVPD) results for the molecule C4H5NS.

Results
LUMO energy, eV: -0.96
Structure (SMILES): C[C@H](C#N)C=S
HOMO level, eV: -9.3
Molecular weight, u: 99.16
Orbital gap, eV: 8.345

XYZ file:
```
11
Properties=species:S:1:pos:R:3:nbo_charge:R:1
C 1.256 0.051 -0.354 -0.602
C -0.147 -0.472 0.044 -0.411
C -1.078 -0.088 -1.045 0.279
N -1.802 0.140 -1.953 -0.291
C -0.850 0.121 1.133 -0.190
S -0.293 1.535 1.887 0.030
H 1.932 0.064 0.487 0.234
H 1.257 1.116 -0.639 0.240
H 1.622 -0.526 -1.235 0.228
H -0.153 -1.598 0.181 0.268
H -1.744 -0.343 1.494 0.215
```

***

Energies, relative to the best one, in kcal/mol: run P 41.8; run Q 0.0.

***

Run P
DFT (ωB97M-V/def2-TZVPD) results for the molecule CH3I2NS.

Results
LUMO energy, eV: -1.92
HOMO level, eV: -9.1
Molecular weight, u: 314.92
Orbital gap, eV: 7.139

XYZ file:
```
8
Properties=species:S:1:pos:R:3:nbo_charge:R:1
C -0.921 0.054 0.854 -0.441
N 0.193 0.827 0.448 -0.693
S 1.463 0.527 -0.471 0.755
I 1.705 -2.018 -0.696 -0.072
I 1.084 1.063 -2.974 -0.190
H -1.160 0.473 1.795 0.225
H -0.647 -1.074 0.913 0.204
H -1.716 0.147 0.131 0.211
```

***

Run Q
DFT (ωB97M-V/def2-TZVPD) results for the molecule CH3I2NS.

Results
LUMO energy (spin up / spin down), eV: -2.38 / -1.54
HOMO level (spin up / spin down), eV: -8.7 / -9.2
Molecular weight, u: 314.92
Orbital gap (spin up / spin down), eV: 6.318 / 7.649

XYZ file:
```
8
Properties=species:S:1:pos:R:3:nbo_charge:R:1
C -0.192 0.031 -0.069 -0.680
N -2.167 -1.560 0.170 -0.863
S -1.979 -0.207 -0.647 0.777
I -2.752 2.640 0.068 -0.304
I -4.005 -2.299 0.038 0.364
H 0.271 -0.630 -0.729 0.225
H -0.161 -0.192 0.914 0.232
H -0.111 1.146 -0.268 0.250
```

***

Energies, relative to the best one, in kcal/mol: run P 0.0; run Q 24.0.

***

Run P
DFT (ωB97M-V/def2-TZVPD) results for a structure of composition C6H7ClO.

Results
LUMO energy, eV: 0.08
HOMO level, eV: -9.3
Molecular weight, u: 130.57
Orbital gap, eV: 9.342

XYZ file:
```
15
Properties=species:S:1:pos:R:3:nbo_charge:R:1
C -2.204 -0.751 0.152 -0.217
C -0.982 -0.838 0.694 -0.193
C 0.197 0.175 0.512 -0.428
C 0.866 -0.356 -0.829 -0.219
C 2.349 -0.223 -0.958 -0.409
C -0.247 1.732 0.608 0.440
H -2.969 -1.571 0.451 0.256
H -0.771 -1.558 1.482 0.217
H 0.957 -0.209 1.311 0.261
H 0.194 -0.711 -1.793 0.251
H 3.179 0.234 0.015 0.214
H 2.850 -0.789 -1.822 0.213
H -0.990 1.704 1.607 0.125
O -0.283 2.689 -0.270 -0.506
Cl -2.146 0.471 -1.162 -0.005
```

***

Run Q
DFT (ωB97M-V/def2-TZVPD) results for the molecule C6H7ClO.

Results
LUMO energy (spin up / spin down), eV: 0.71 / 0.42
HOMO level (spin up / spin down), eV: -7.0 / -7.1
Molecular weight, u: 130.57
Orbital gap (spin up / spin down), eV: 7.744 / 7.562

XYZ file:
```
15
Properties=species:S:1:pos:R:3:nbo_charge:R:1
C -0.689 1.902 -0.322 -0.389
C -2.027 1.591 -0.880 0.074
C 0.170 0.965 0.100 0.093
C -3.208 0.047 0.602 -0.002
C 1.461 -0.860 -0.498 -0.625
C 0.720 -0.072 0.567 -0.275
O -2.863 0.681 -0.466 -0.386
Cl -4.637 -0.856 0.619 0.021
H -0.242 2.919 -0.321 0.237
H -2.392 2.070 -1.742 0.177
H 1.613 -1.882 -0.144 0.219
H 2.412 -0.327 -0.669 0.218
H 0.883 -0.724 -1.463 0.224
H 0.843 -0.242 1.650 0.231
H -2.599 0.171 1.549 0.183
```

***

Run R
DFT (ωB97M-V/def2-TZVPD) results for the molecule C6H7ClO.

Results
LUMO energy, eV: 0.82
Structure (SMILES): CC1=CC(Cl)=CCO1
HOMO level, eV: -7.9
Molecular weight, u: 130.57
Orbital gap, eV: 8.713

XYZ file:
```
15
Properties=species:S:1:pos:R:3:nbo_charge:R:1
C 1.927 -1.420 0.118 -0.682
C 0.633 -0.535 -0.033 0.423
C -0.626 -1.042 -0.224 -0.430
C -1.640 -0.079 -0.041 -0.058
Cl -3.204 -0.694 0.034 0.019
C -1.522 1.268 0.141 -0.278
C -0.068 1.831 -0.081 -0.080
O 0.907 0.762 0.045 -0.489
H 2.326 -1.751 1.278 0.249
H 1.718 -2.441 -0.562 0.238
H 2.830 -0.804 -0.430 0.238
H -0.991 -2.112 -0.097 0.250
H -2.362 1.998 0.365 0.234
H 0.088 2.680 0.565 0.194
H -0.016 2.341 -1.080 0.174
```

***

Energies, relative to the best one, in kcal/mol: run P 72.2; run Q 68.1; run R 0.0.

***

Run P
DFT (ωB97M-V/def2-TZVPD) results for a structure of composition C29H28F3N2O3P2Pd.

Results
Net charge: -1
LUMO energy, eV: 2.66
HOMO level, eV: -2.7
Molecular weight, u: 677.92
Orbital gap, eV: 5.384

XYZ file:
```
68
Properties=species:S:1:pos:R:3:nbo_charge:R:1
Pd -0.089 -0.474 -1.306 0.050
N -3.047 0.261 -1.259 -0.886
P -2.149 -0.319 0.124 1.020
C -3.632 -0.011 1.249 -0.354
C -4.265 1.218 1.411 -0.159
C -5.287 1.364 2.329 -0.242
C -5.681 0.286 3.108 -0.226
C -5.049 -0.938 2.966 -0.208
C -4.029 -1.079 2.042 -0.219
C -1.303 1.266 0.539 -0.345
C -0.752 2.015 -0.510 -0.144
C 0.019 3.130 -0.228 -0.245
C 0.257 3.497 1.090 -0.225
C -0.277 2.754 2.125 -0.229
C -1.056 1.636 1.849 -0.215
C -2.761 0.028 -2.566 0.409
C -3.664 0.447 -3.562 -0.304
C -3.353 0.226 -4.886 -0.151
C -2.183 -0.461 -5.191 -0.335
C -1.361 -0.862 -4.153 0.089
N -1.609 -0.585 -2.877 -0.512
H -3.988 0.579 -1.064 0.402
H -3.953 2.064 0.811 0.206
H -5.776 2.323 2.443 0.202
H -6.471 0.406 3.835 0.202
H -5.346 -1.779 3.580 0.203
H -3.522 -2.028 1.922 0.219
H -0.961 1.756 -1.552 0.211
H 0.457 3.698 -1.039 0.202
H 0.882 4.353 1.303 0.198
H -0.074 3.030 3.151 0.202
H -1.442 1.028 2.657 0.212
H -4.578 0.952 -3.281 0.207
H -4.008 0.588 -5.668 0.207
H -1.914 -0.672 -6.215 0.212
H -0.459 -1.425 -4.354 0.223
C 4.683 -0.523 -3.220 -0.250
O 3.497 -1.182 -3.562 -0.837
P 2.114 -0.904 -2.632 1.611
O 1.452 -2.269 -3.234 -0.851
C 0.719 -3.084 -2.325 -0.276
O 1.436 0.289 -3.548 -0.839
C 1.687 0.483 -4.921 -0.256
H 5.490 -1.008 -3.774 0.174
H 4.883 -0.599 -2.148 0.177
H 4.655 0.539 -3.488 0.157
H 0.052 -3.717 -2.913 0.169
H 0.130 -2.410 -1.636 0.207
H 1.399 -3.704 -1.733 0.170
H 2.074 1.497 -5.073 0.169
H 0.755 0.374 -5.480 0.168
H 2.411 -0.243 -5.292 0.195
F 5.977 -1.454 6.047 -0.342
C 4.767 -0.859 6.222 0.979
F 4.158 -1.611 7.176 -0.342
F 5.036 0.319 6.815 -0.334
C 3.974 -0.755 4.969 -0.229
C 3.637 -1.935 4.304 -0.167
C 2.899 -1.885 3.147 -0.216
C 2.472 -0.652 2.619 -0.070
C 2.818 0.524 3.306 -0.170
C 3.557 0.476 4.464 -0.185
C 1.721 -0.599 1.438 -0.251
C 1.075 -0.556 0.403 -0.296
H 3.961 -2.882 4.716 0.211
H 2.634 -2.794 2.629 0.218
H 2.486 1.471 2.906 0.215
H 3.815 1.385 4.992 0.215
```

***

Run Q
DFT (ωB97M-V/def2-TZVPD) results for a structure of composition C29H28F3N2O3P2Pd.

Results
Net charge: -1
LUMO energy, eV: 2.58
HOMO level, eV: -3.7
Molecular weight, u: 677.92
Orbital gap, eV: 6.284

XYZ file:
```
68
Properties=species:S:1:pos:R:3:nbo_charge:R:1
Pd 0.265 -0.132 1.074 -0.013
N 1.639 -2.532 -0.649 -0.902
P 0.047 -1.957 -0.262 1.038
C -0.635 -1.785 -1.966 -0.291
C -1.042 -0.510 -2.341 -0.212
C -1.507 -0.274 -3.631 -0.222
C -1.567 -1.308 -4.549 -0.204
C -1.160 -2.587 -4.182 -0.239
C -0.699 -2.820 -2.897 -0.223
C -0.658 -3.589 0.184 -0.376
C 0.068 -4.477 0.978 -0.171
C -0.495 -5.665 1.418 -0.223
C -1.803 -5.983 1.082 -0.231
C -2.542 -5.100 0.306 -0.213
C -1.976 -3.915 -0.137 -0.201
C 2.753 -1.737 -0.555 0.398
C 4.045 -2.263 -0.728 -0.304
C 5.119 -1.409 -0.616 -0.158
C 4.905 -0.062 -0.334 -0.325
C 3.597 0.359 -0.179 0.072
N 2.549 -0.450 -0.289 -0.473
H 1.782 -3.474 -0.978 0.392
H -0.967 0.297 -1.615 0.264
H -1.815 0.726 -3.912 0.212
H -1.928 -1.123 -5.554 0.201
H -1.205 -3.399 -4.898 0.201
H -0.394 -3.822 -2.613 0.202
H 1.079 -4.220 1.273 0.213
H 0.088 -6.339 2.033 0.204
H -2.246 -6.909 1.426 0.204
H -3.566 -5.334 0.044 0.206
H -2.562 -3.237 -0.745 0.222
H 4.182 -3.317 -0.936 0.203
H 6.125 -1.790 -0.742 0.205
H 5.726 0.636 -0.241 0.211
H 3.355 1.395 0.037 0.206
C 0.285 -2.675 3.807 -0.265
O -0.225 -1.412 4.207 -0.825
P 0.295 -0.136 3.313 1.653
O -0.571 0.991 4.086 -0.827
C -1.818 1.374 3.513 -0.265
O 1.703 0.114 4.114 -0.831
C 2.716 0.812 3.403 -0.256
H -0.219 -3.432 4.408 0.176
H 1.364 -2.734 3.981 0.168
H 0.086 -2.853 2.746 0.190
H -2.024 2.394 3.838 0.176
H -2.616 0.716 3.865 0.162
H -1.764 1.350 2.419 0.222
H 3.591 0.854 4.051 0.174
H 2.401 1.828 3.150 0.181
H 2.968 0.288 2.477 0.184
F -3.346 8.364 -1.605 -0.339
C -2.299 7.847 -2.294 0.979
F -2.739 7.733 -3.572 -0.339
F -1.348 8.801 -2.308 -0.333
C -1.826 6.554 -1.732 -0.220
C -2.718 5.485 -1.656 -0.188
C -2.309 4.277 -1.137 -0.162
C -0.991 4.088 -0.672 -0.090
C -0.113 5.179 -0.761 -0.218
C -0.522 6.392 -1.282 -0.172
C -0.584 2.842 -0.142 -0.251
C -0.273 1.743 0.308 -0.411
H -3.737 5.605 -2.005 0.211
H -3.000 3.447 -1.075 0.211
H 0.903 5.055 -0.409 0.217
H 0.176 7.216 -1.337 0.216
```

***

Energies, relative to the best one, in kcal/mol: run P 53.6; run Q 0.0.